No. 1
40
Properties=species:S:1:pos:R:3 method="wB97M-V/def2-TZVPD" gap_ev=8.5 total_energy_ev=-44941.9619 total_charge=0 smiles="CCCCc1nnc(SCC(=O)Nc2nccs2)n1CC"
C 1.16531 5.37504 0.57705
C 0.26846 4.15951 -0.08320
C 1.07366 3.46292 -1.31273
C 0.35124 2.54803 -1.84026
C 0.34000 1.46932 -0.78608
N -0.77782 1.07933 -0.25717
N -0.43691 0.02905 0.49778
C 0.72092 -0.39480 0.27190
S 1.60681 -1.90424 0.83523
C 0.26015 -2.66211 1.47178
C -0.68560 -2.99552 0.09834
O -0.02241 -2.86132 -0.91550
N -1.78753 -3.62103 0.37177
C -2.45617 -3.82241 1.59519
N -3.87621 -4.39315 1.13733
C -4.41127 -4.61576 2.63664
C -3.70656 -4.17277 3.78654
S -1.98723 -3.81181 3.07059
N 1.43909 0.34110 -0.84684
C 2.53873 0.21838 -1.63838
C 2.06699 -0.71061 -2.59392
H 2.26495 5.04368 1.08063
H 0.61862 5.84587 1.29467
H 1.53595 6.21072 -0.27506
H -0.48004 4.50042 -0.56483
H 0.01566 3.48816 0.47987
H 1.19985 4.36553 -2.07125
H 1.87296 3.40351 -0.97580
H 0.75390 2.21658 -2.78375
H -0.69609 2.82168 -2.11523
H -0.51568 -1.95225 1.96198
H 0.49206 -3.58801 1.97523
H -2.37684 -3.82373 -0.55969
H -5.38161 -4.91369 2.75616
H -3.70853 -4.29569 4.80934
H 3.15340 -0.13797 -0.63622
H 2.88499 1.21157 -1.78074
H 1.90380 -1.79049 -2.22400
H 3.11663 -1.00982 -3.19532
H 1.66240 -0.31322 -3.25202

No. 2
41
Properties=species:S:1:pos:R:3 method="wB97M-V/def2-TZVPD" gap_ev=8.4 total_energy_ev=-55793.1758 total_charge=0 smiles="CCN(C(C)=O)c1nc(CSc2nnc(NC(C)C)s2)cs1"
C -6.66241 0.52320 -1.24676
C -6.13614 0.14071 0.13114
N -4.84484 -0.53184 0.04611
C -4.86270 -1.92649 0.07291
C -3.54917 -2.63923 0.00582
O -5.92200 -2.50348 0.15930
C -3.72992 0.23877 -0.09214
N -2.52918 -0.17256 -0.30297
C -1.62817 0.84403 -0.37378
C -0.19627 0.52508 -0.58146
S 0.61811 0.24892 1.04872
C 2.25175 0.16397 0.48997
N 2.62619 0.28792 -0.72992
N 3.94110 0.19013 -0.90897
C 4.60826 -0.00644 0.17742
N 5.94426 -0.07345 0.27118
C 6.78100 -0.19726 -0.91053
C 6.89221 -1.65688 -1.35035
C 8.14744 0.40327 -0.60377
S 3.57967 -0.10550 1.62843
C -2.15290 2.08822 -0.21717
S -3.85417 2.00561 0.02805
H -7.62268 1.02039 -1.14535
H -6.79359 -0.36965 -1.85295
H -5.97467 1.19623 -1.75376
H -6.82441 -0.56196 0.60533
H -6.03212 1.02417 0.76686
H -2.88631 -2.29828 0.79642
H -3.05958 -2.43523 -0.94265
H -3.73651 -3.70531 0.10570
H -0.08007 -0.39503 -1.15038
H 0.34245 1.34002 -1.05984
H 6.32857 -0.42140 1.13607
H 6.28053 0.37831 -1.69444
H 7.49248 -1.73125 -2.25242
H 5.90314 -2.05693 -1.55826
H 7.35901 -2.25648 -0.57088
H 8.76930 0.38687 -1.49393
H 8.04302 1.43257 -0.27100
H 8.64693 -0.16744 0.17685
H -1.65074 3.03318 -0.23182

No. 3
47
Properties=species:S:1:pos:R:3 method="wB97M-V/def2-TZVPD" gap_ev="8.6 / 8.6" total_energy_ev=-214138.6823 total_charge=0
Cr 0.20100 1.43852 -0.35608
C -2.35289 1.20852 2.49704
P -0.68615 1.57625 1.88360
C -0.46619 3.30940 2.40281
C 0.45993 0.67326 2.99056
C 1.90625 0.99585 2.59743
P 2.15128 0.72395 0.80185
C 2.20321 -1.08100 0.63351
C 3.82191 1.30794 0.44367
H -2.40788 1.49049 3.54952
H -2.56641 0.14977 2.37808
H -3.08594 1.78929 1.93776
H -0.62431 3.41566 3.47697
H -1.18611 3.92819 1.86771
H 0.52713 3.66556 2.13623
H 0.24461 -0.38951 2.87392
H 0.26280 0.94646 4.02952
H 2.61936 0.39063 3.16119
H 2.13725 2.04370 2.80543
H 2.98489 -1.48233 1.28090
H 2.41871 -1.32718 -0.40567
H 1.24020 -1.50756 0.91071
H 4.52050 0.83397 1.13468
H 3.87081 2.39050 0.55447
H 4.07746 1.05309 -0.58234
Br -4.85923 -5.02707 -0.33345
C -3.78629 -3.71708 -1.18574
C -3.78795 -3.63190 -2.56962
C -2.99873 -2.67520 -3.19016
C -2.22255 -1.80761 -2.43760
C -2.23654 -1.90568 -1.05136
C -3.01473 -2.86854 -0.41696
C -1.40524 -0.99329 -0.20847
O -1.27628 -1.16824 1.00012
O -0.80290 -0.04538 -0.87183
H -4.39671 -4.30967 -3.15171
H -2.98855 -2.61028 -4.26982
H -1.59494 -1.06755 -2.91386
H -3.00303 -2.93996 0.66097
F 1.10649 1.02339 -2.12469
As 2.33989 0.60040 -3.42861
F 3.23682 1.96303 -2.87040
F 3.50710 0.19192 -4.60051
F 3.12706 -0.35359 -2.20490
F 1.33672 -0.73980 -3.79784
F 1.44405 1.60176 -4.48333
O 0.00415 2.93693 -0.55369

No. 4
41
Properties=species:S:1:pos:R:3 method="wB97M-V/def2-TZVPD" gap_ev="8.9 / 5.8" s2=2.046 total_energy_ev=-91965.5028 multiplicity=3 total_charge=+1
Pd 0.36621 -0.58743 0.07403
C 0.95514 1.21744 2.17163
N -0.34197 1.74592 2.43003
C -0.54351 3.14602 2.12124
C -1.45690 0.85696 2.20466
C -2.15099 0.99924 0.84261
N -1.31950 0.62116 -0.29420
C -1.73418 0.85563 -1.55352
C -0.85251 0.57332 -2.63632
F 0.35374 0.05325 -2.37386
C -1.17432 0.82176 -3.94555
F -0.28905 0.53367 -4.89290
C -2.40340 1.36502 -4.28802
C -3.30048 1.64173 -3.27274
F -4.49272 2.14818 -3.56535
C -2.99871 1.39448 -1.95072
F -3.94664 1.65655 -1.05646
H 1.19779 0.40158 2.85411
H 1.71267 1.99400 2.25221
H 1.05255 0.80485 1.11052
H 0.16733 3.74889 2.68563
H -1.54419 3.44890 2.42930
H -0.41817 3.38434 1.05399
H -2.22847 1.04079 2.95781
H -1.11344 -0.17320 2.33881
H -2.48137 2.03279 0.73099
H -3.05433 0.38161 0.85879
H -2.65363 1.55910 -5.32165
C 2.15999 -3.01351 2.12492
As 2.03216 -2.27152 0.33616
C 1.87680 -3.85641 -0.76751
C 3.86872 -1.72941 0.01626
H 2.91157 -3.80115 2.14509
H 1.19931 -3.42213 2.43261
H 2.44893 -2.22612 2.81957
H 2.61092 -4.59563 -0.45059
H 2.05668 -3.59316 -1.80836
H 0.87878 -4.28122 -0.67919
H 4.54625 -2.50958 0.36045
H 4.07993 -0.80669 0.55328
H 4.02302 -1.56002 -1.04778

No. 5
40
Properties=species:S:1:pos:R:3 method="wB97M-V/def2-TZVPD" gap_ev=8.7 total_energy_ev=-65585.4644 total_charge=+1
Be -1.76070 1.45143 -0.20131
Cl -2.57946 3.51674 0.04631
C -4.11872 3.00334 -0.70849
Cl -3.81884 1.45384 -1.51678
H -4.41663 3.74482 -1.44018
H -4.85061 2.85822 0.07712
C 0.51452 -2.22627 -1.22756
N 0.10017 -0.91431 -1.72311
C -1.13199 -0.95641 -2.50143
C 0.67203 0.22920 -1.34193
S -0.19494 1.74345 -1.45496
N 1.94759 0.26694 -0.97216
C 2.51283 1.40449 -0.24459
C 2.95787 -0.67517 -1.45526
H -0.38338 -2.75907 -0.91737
H 1.15849 -2.11988 -0.36142
H 1.01320 -2.80934 -2.00280
H -1.07679 -1.81283 -3.17224
H -1.24949 -0.05077 -3.08730
H -1.99359 -1.08840 -1.84157
H 1.74412 1.91377 0.32498
H 2.98033 2.10334 -0.93967
H 3.26471 1.01506 0.43988
H 2.59107 -1.21424 -2.32362
H 3.26595 -1.37579 -0.68001
H 3.82541 -0.09002 -1.75751
Cl -0.16027 2.42275 2.24696
C 0.14196 0.69942 2.31152
C 1.29610 0.26947 2.94542
C 1.56555 -1.08715 3.02051
C 0.66200 -1.99011 2.47498
C -0.49026 -1.53080 1.85840
C -0.78648 -0.16941 1.74521
C -2.01691 0.30822 1.04128
H 1.96764 0.99679 3.38008
H 2.45976 -1.43248 3.52009
H 0.84502 -3.05382 2.54867
H -1.20489 -2.24417 1.46243
H -2.69872 0.76491 1.77170
H -2.55364 -0.56575 0.65576

No. 6
42
Properties=species:S:1:pos:R:3 method="wB97M-V/def2-TZVPD" gap_ev="8.3 / 4.8" s2=2.008 total_energy_ev=-51233.6207 multiplicity=3 total_charge=+2
C 2.43049 -1.73280 -0.06675
C 0.96403 -2.10569 -0.24243
N 0.04703 -1.10390 -0.23194
C -1.19683 -1.30820 -0.73261
C -1.68192 -2.61403 -0.80243
C -0.77698 -3.67555 -0.68542
C 0.57943 -3.41594 -0.45686
C -1.73324 -0.10023 -1.42005
P -1.99541 1.51850 -0.52419
H 1.31961 -4.20326 -0.42584
H -2.71579 -2.81766 -1.05524
H -1.08918 -4.67788 -0.85077
C 2.35934 -0.80657 2.15229
C 3.95491 0.09726 0.60569
H -2.62818 -0.38111 -1.98765
H 2.92667 -1.53435 -1.02981
H 2.96877 -2.57800 0.41024
C -3.45985 1.54138 0.46564
C -2.36940 2.53465 -1.97991
H -3.57276 2.50560 0.97545
H -4.31062 1.37664 -0.19809
H -3.40021 0.77654 1.24451
H -1.86091 3.50209 -1.88689
H -2.00834 2.05565 -2.89929
H -3.45149 2.68898 -2.08226
H 4.67651 -0.66743 0.92728
H 4.13430 0.37825 -0.43743
H 4.07086 0.99916 1.22273
H 2.95372 -1.68935 2.41846
H 2.71083 -0.00019 2.79321
H 1.30693 -1.00858 2.36627
C -0.14477 3.58914 0.32769
O -0.57418 4.65725 0.47738
Ce 0.78718 1.21103 -0.19470
O 0.40795 1.00789 -2.50531
H -0.95527 0.25406 -2.12202
H 0.73997 0.53704 -3.29760
N 2.60190 -0.47227 0.73445
F 0.62036 1.65938 3.28964
C -0.36353 1.41990 2.33937
F -1.33587 2.36843 2.64032
F -0.93606 0.21418 2.72486